1.
83
Properties=species:S:1:pos:R:3:forces:R:3 method="wB97M-V/def2-TZVPD" molar_mass_g_mol=806.711 homo_energy_ev=-9.40 total_charge=+1 largest_force_ev_per_a=0.17 lumo_ev=-4.0 energy_ev=-125536.3215
Pt 0.34493 0.03688 -0.33500 0.16 0.00 0.00
C -2.17694 -0.41685 -4.61679 0.01 0.00 0.01
C -1.61623 0.38361 -3.44105 -0.02 0.02 -0.05
C -0.42196 1.21977 -3.90197 0.03 -0.02 0.03
P -1.23583 -0.58285 -1.91104 -0.14 0.02 -0.09
C -0.91043 -2.38554 -2.22558 -0.02 -0.03 0.00
C 0.45430 -2.64640 -2.85508 -0.01 0.01 -0.01
C -2.00059 -3.19338 -2.93137 0.01 0.01 0.01
C -2.70454 -0.64212 -0.88857 0.06 0.00 0.04
C -3.98429 -0.93768 -1.36564 -0.02 0.00 0.01
C -5.02039 -1.26992 -0.51419 0.03 0.00 0.01
C -6.40186 -1.57696 -1.02119 -0.01 0.00 0.00
C -4.70730 -1.37086 0.84534 0.01 0.01 -0.02
C -3.46132 -1.04925 1.33984 0.00 0.02 0.02
C -2.44214 -0.58468 0.48920 0.01 0.00 -0.03
N -1.19708 -0.13336 0.93527 -0.05 0.01 0.09
C -1.03056 0.40020 2.22294 0.08 -0.04 -0.05
C -2.07250 0.94681 2.98290 -0.04 0.01 0.03
C -1.86892 1.34147 4.29186 -0.01 -0.02 -0.03
C -0.63318 1.20833 4.92074 0.02 -0.02 -0.02
C -0.43266 1.59154 6.36133 0.00 0.00 0.01
C 0.42039 0.76321 4.13865 0.01 0.04 0.06
C 0.25555 0.43234 2.79522 -0.05 -0.05 -0.10
P 1.57854 0.03741 1.63917 -0.07 -0.08 0.06
C 2.17853 -1.65256 2.06027 0.02 0.01 0.08
C 0.98156 -2.56536 2.33823 0.00 0.01 0.01
C 3.04625 -2.25694 0.95682 0.04 -0.02 -0.02
C 2.96167 1.24684 1.83047 -0.04 0.08 -0.04
C 4.16460 0.89876 0.94105 -0.01 0.00 -0.01
C 3.46865 1.50994 3.25029 0.01 0.02 -0.01
H -2.47958 0.27636 -5.40325 0.00 0.00 0.00
H -3.04226 -1.02048 -4.35437 -0.02 -0.01 0.02
H -1.41732 -1.07638 -5.03913 0.00 -0.01 0.00
H -2.39049 1.07188 -3.08615 -0.01 -0.01 0.02
H 0.41056 0.58496 -4.21829 0.00 0.01 0.02
H -0.07348 1.89088 -3.11804 0.02 0.00 0.01
H -0.71356 1.82765 -4.75974 0.00 -0.01 0.00
H -0.86709 -2.73760 -1.18774 -0.01 0.02 0.02
H 0.56130 -2.16165 -3.82867 0.01 0.00 0.01
H 0.59469 -3.71848 -3.00393 0.00 0.00 -0.01
H 1.25371 -2.30540 -2.19597 -0.03 -0.03 0.01
H -1.96688 -3.06212 -4.01068 -0.01 0.01 -0.02
H -3.00037 -2.95144 -2.57649 -0.01 0.01 0.01
H -1.83189 -4.25241 -2.72807 0.01 0.00 0.00
H -4.17304 -0.91358 -2.43279 0.01 -0.01 -0.03
H -6.48615 -1.36582 -2.08671 0.00 0.00 0.00
H -7.15325 -0.98145 -0.50142 0.00 0.00 0.00
H -6.65451 -2.62764 -0.86634 0.00 0.01 0.00
H -5.46817 -1.71119 1.53881 0.00 0.00 0.00
H -3.27288 -1.15884 2.39726 0.01 0.03 0.02
H -3.05192 1.07017 2.54670 -0.03 -0.04 -0.01
H -2.70541 1.75153 4.84622 0.00 0.01 0.00
H -1.35118 1.46574 6.93322 0.00 0.00 0.00
H -0.12860 2.63644 6.45385 0.00 0.00 0.00
H 0.33987 0.98053 6.82828 0.00 0.00 0.00
H 1.39355 0.66593 4.59868 0.07 0.04 -0.01
H 2.76520 -1.55184 2.97998 0.03 0.00 0.00
H 0.38529 -2.70143 1.43279 -0.01 0.01 0.00
H 0.32911 -2.16904 3.11511 0.01 -0.01 0.00
H 1.34104 -3.54412 2.65886 0.00 0.00 -0.02
H 2.47673 -2.31542 0.02478 -0.01 0.00 0.00
H 3.33037 -3.27429 1.23044 0.00 0.00 0.01
H 3.95966 -1.69690 0.76755 -0.02 -0.03 0.01
H 2.50708 2.16818 1.44999 0.03 -0.01 0.01
H 4.83896 0.21881 1.46345 -0.02 -0.02 -0.01
H 4.72722 1.80910 0.72808 0.01 0.00 0.01
H 3.89681 0.43493 -0.00600 -0.02 0.03 -0.03
H 3.70982 0.58200 3.77300 0.00 0.00 0.01
H 2.77041 2.08571 3.84969 -0.08 -0.02 0.01
H 4.39084 2.09067 3.18441 0.00 -0.01 0.00
Se 3.00371 -0.40617 -2.59819 0.07 0.03 0.01
N 1.89811 0.59667 -1.59505 0.00 0.01 -0.03
C 2.28105 1.86002 -1.70848 0.00 0.02 0.05
C 1.65743 2.98047 -1.07473 0.00 -0.05 -0.02
C 2.18180 4.20878 -1.29115 0.03 0.04 -0.01
C 3.33319 4.41658 -2.13000 -0.03 0.02 0.03
C 3.94832 3.38746 -2.74994 0.00 -0.05 0.00
C 3.43364 2.06310 -2.55344 0.03 0.02 -0.02
N 3.95227 0.98324 -3.10102 -0.01 0.01 -0.01
H 0.78469 2.82530 -0.45337 -0.01 0.00 0.00
H 1.72382 5.07113 -0.82451 0.00 0.00 0.00
H 3.70082 5.42504 -2.26224 0.00 0.00 0.00
H 4.81072 3.52208 -3.38734 0.00 -0.01 0.00

***

2.
147
Properties=species:S:1:pos:R:3:forces:R:3 method="wB97M-V/def2-TZVPD" molar_mass_g_mol=1133.942 homo_energy_ev=-3.92 total_charge=-1 largest_force_ev_per_a=6.83 lumo_ev=1.9 energy_ev=-119345.1811
C -0.27665 -1.30294 1.15572 -1.87 -2.81 2.36
O -1.01649 -0.03455 1.12380 2.23 -0.03 -1.38
O -0.94502 -2.17209 2.02897 1.87 1.84 -3.24
C 0.09481 -1.80313 -0.32964 -2.97 -1.47 2.62
F 0.60274 -0.84457 -1.01314 2.01 1.84 -1.76
F 0.94021 -2.87774 -0.34912 0.39 0.41 0.24
F -0.97262 -2.21832 -1.02828 -0.85 -0.46 -0.50
C -0.27891 1.11936 0.60447 -3.59 0.83 1.12
C -1.15900 2.32438 1.16479 1.23 -0.39 -0.37
H -1.11985 2.33414 2.25405 0.02 0.05 -0.11
H -0.81368 3.26789 0.74213 0.48 0.25 0.22
H -2.20227 2.30583 0.84963 -0.01 -0.80 0.01
H -0.40769 1.21821 -0.47336 0.43 -0.46 -0.23
H 0.77103 1.16301 0.89399 -0.03 -0.11 0.17
H 0.76110 -1.18813 1.46877 0.61 0.98 0.56
C -2.61209 -2.13023 -3.39138 4.32 0.41 2.49
O -3.41180 -2.06282 -4.44507 -2.42 -2.17 -2.44
C -4.12023 -1.03463 -4.76410 1.55 5.18 4.17
O -4.01514 0.08576 -4.15939 -0.93 -3.30 -2.44
O -4.86351 -1.35552 -5.74637 -0.82 -1.85 -0.80
C -5.71462 -0.46487 -6.34807 -0.09 1.86 -1.66
H -2.42825 -1.16427 -2.92104 -0.22 -0.06 0.06
H -1.66577 -2.45586 -3.82330 0.54 0.23 0.20
H -2.73754 -2.88990 -2.61984 -1.31 -0.01 -0.15
H -6.12089 0.31784 -5.70743 -0.32 -0.56 0.37
H -6.41889 -1.04482 -6.94454 -0.27 0.15 0.50
H -5.11352 0.09136 -7.06737 -0.02 0.20 -0.29
C -3.14975 9.37568 4.36513 0.58 -1.13 1.14
O -2.76972 8.30280 3.46482 0.25 -0.50 -0.03
C -2.26021 7.13527 3.99590 -2.37 -1.26 0.94
O -1.68887 6.94087 5.03885 0.48 1.27 -0.64
O -2.77874 6.10440 3.28514 -0.79 2.54 -0.67
C -2.32091 4.81106 3.49312 2.10 -1.53 -0.61
H -3.39502 10.29972 3.84159 0.51 -0.37 -0.31
H -2.36436 9.45135 5.11716 0.22 0.63 -0.24
H -4.01483 9.09699 4.96685 -0.32 -0.29 -0.35
H -1.26271 4.83459 3.23284 0.34 -0.27 0.40
H -2.70523 4.14255 2.72272 -0.65 0.27 0.22
H -2.43402 4.35246 4.47545 -0.36 0.52 0.10
C 0.81490 3.47379 5.65828 -1.89 0.81 -0.85
O 1.70765 2.50177 5.23342 2.05 0.34 0.76
C 1.35035 1.54786 4.39809 -6.15 -0.81 0.08
O 0.14130 1.35347 4.05554 4.33 0.68 0.55
O 2.37442 0.78994 4.21838 2.51 0.51 -0.29
C 2.32696 -0.45943 3.59612 -1.29 -1.59 0.13
H -0.06786 3.07179 6.15552 0.14 -0.35 0.15
H 0.42330 3.95563 4.76241 -0.13 0.35 0.03
H 1.25530 4.24080 6.29534 0.57 -0.48 -0.12
H 1.47752 -0.97059 4.04919 -0.28 -0.30 -0.61
H 3.18624 -1.07539 3.86134 0.33 0.63 0.13
H 2.22639 -0.43001 2.51117 -0.10 0.34 0.15
C 2.79087 3.38564 1.15958 0.72 0.10 -0.75
O 1.67230 4.17341 1.53036 0.59 1.52 1.33
C 1.91308 5.43702 2.02889 3.95 -0.52 -0.76
O 2.97107 5.98482 2.38243 -1.86 -2.13 -0.38
O 0.83092 6.07789 1.85638 -3.43 1.28 0.49
C 0.70255 7.39466 2.39670 -0.15 0.28 0.17
H 2.48797 2.90915 0.22721 0.11 -0.39 0.22
H 3.11905 2.67095 1.91430 -0.42 -0.02 0.13
H 3.65063 4.01122 0.91967 -0.02 0.17 0.12
H -0.33448 7.69186 2.24072 0.19 0.06 -0.70
H 1.43960 8.03889 1.91733 -0.25 0.14 0.08
H 0.78509 7.46217 3.48148 0.60 -0.52 0.04
C 4.07108 -0.16111 -4.28999 -0.01 1.61 2.12
O 3.04465 0.95072 -4.34690 1.31 -2.02 -1.54
C 2.66539 1.58154 -3.24650 2.82 -1.58 2.36
O 3.20945 1.51171 -2.15257 -0.36 -0.03 -0.70
O 1.65221 2.28152 -3.53624 -3.32 2.21 -2.08
C 0.89910 3.06801 -2.60819 0.52 -0.85 1.11
H 4.92814 0.20984 -3.72789 0.08 0.38 -0.11
H 4.46367 -0.48918 -5.25246 -1.03 0.36 -0.14
H 3.73321 -0.95085 -3.61899 -0.53 -0.18 -0.61
H -0.10448 3.31051 -2.95764 0.37 -0.19 -0.77
H 1.43717 3.98274 -2.35946 0.02 -0.13 0.12
H 0.74756 2.41179 -1.75116 0.15 0.47 0.42
C 0.71675 -10.51586 -2.62211 -1.34 0.48 0.51
O 1.11670 -9.12401 -2.32105 -0.67 -1.59 -0.45
C 0.19212 -8.35157 -1.72905 -3.14 0.79 0.93
O -1.02308 -8.55014 -1.44286 4.27 -0.29 -1.13
O 0.79393 -7.17657 -1.49113 1.98 -3.36 -1.55
C 0.25569 -6.29405 -0.61057 -1.24 1.78 0.47
H 1.39931 -11.11366 -3.22614 0.73 0.91 0.29
H -0.22260 -10.54165 -3.17445 -0.08 0.42 0.02
H 0.50213 -11.02350 -1.68172 0.26 0.02 0.03
H -0.61939 -5.92114 -1.14281 -0.28 0.75 0.82
H 1.04302 -5.54738 -0.50717 -0.49 0.33 0.24
H -0.01353 -6.70392 0.36290 -0.04 -0.18 -0.11
C 4.34244 -5.25657 -1.22464 0.57 -0.83 -2.18
O 4.16641 -3.88987 -0.94458 0.31 0.82 1.08
C 4.92936 -2.99810 -1.59760 0.97 0.12 -0.70
O 5.63759 -3.22296 -2.59397 -2.05 0.80 2.79
O 4.83072 -1.77644 -0.99817 0.87 -0.26 -4.16
C 4.37176 -1.48765 0.25333 0.17 -1.11 3.07
H 4.22937 -5.32507 -2.30659 -0.57 -0.58 -0.07
H 3.65399 -5.91100 -0.68999 -0.18 0.60 0.05
H 5.35705 -5.64063 -1.11900 0.25 0.46 0.73
H 4.63395 -0.49049 0.60692 -0.01 0.25 -0.93
H 4.97891 -2.13333 0.88781 -0.34 -0.16 0.77
H 3.32430 -1.66912 0.49416 -0.16 -0.10 -0.62
C -4.51748 -0.27118 0.75658 0.97 -0.79 1.08
O -5.19744 0.98222 0.65845 -0.34 -0.63 -0.62
C -5.06407 1.85439 1.62783 3.12 1.34 1.22
O -4.23331 1.84116 2.54852 -2.38 -0.11 -1.49
O -5.79787 2.91737 1.26101 -1.52 -1.17 -0.07
C -5.80005 4.13010 1.94281 1.14 1.41 0.07
H -4.34322 -0.75386 -0.20506 -0.78 0.46 -0.20
H -5.06972 -0.90700 1.44859 -0.14 -0.17 -0.29
H -3.51182 -0.21049 1.17259 0.04 0.57 0.20
H -5.99076 4.19238 3.01419 0.04 -0.94 0.11
H -6.52913 4.79564 1.48064 -0.09 -0.35 -0.31
H -4.81506 4.55424 1.74786 0.05 0.39 0.38
C 3.30508 -7.49344 5.23713 -0.05 0.19 -0.46
O 3.31787 -6.56834 4.09098 -0.05 -0.28 1.11
C 2.91539 -5.31939 4.38456 -1.09 0.55 4.42
O 2.66036 -4.91248 5.55843 1.10 -1.52 -3.98
O 2.75157 -4.55515 3.34506 0.48 0.76 0.11
C 2.90293 -4.99398 2.01699 -1.05 -0.03 -1.43
H 3.67878 -8.42857 4.82001 -0.12 0.11 0.09
H 2.30106 -7.60713 5.64593 -0.10 0.04 -0.40
H 3.91104 -7.18389 6.08867 0.27 0.38 -0.44
H 2.57629 -4.14792 1.41236 0.27 0.14 0.06
H 2.16702 -5.76033 1.77361 0.11 -0.33 0.28
H 3.88345 -5.31839 1.66850 0.22 0.08 0.70
C 0.96853 -4.33789 -3.41128 -0.21 -1.73 0.42
O 1.68624 -3.48104 -4.22330 2.21 1.25 -3.42
C 2.79401 -3.93363 -4.95036 1.36 -0.46 2.27
O 3.44295 -4.95010 -4.64399 -2.02 2.68 -1.68
O 3.16270 -2.92771 -5.83150 -2.31 -1.20 1.32
C 4.29176 -3.00598 -6.65822 1.17 -0.76 -0.02
H -0.03597 -3.95039 -3.24130 0.42 0.60 0.34
H 1.55499 -4.50828 -2.50844 -0.48 -0.12 0.21
H 0.76930 -5.27963 -3.92267 0.38 -0.32 0.06
H 5.16814 -2.75642 -6.06006 0.16 -0.02 -0.10
H 4.21353 -2.31908 -7.50092 -0.45 0.26 0.37
H 4.45268 -3.98632 -7.10670 -0.17 -0.23 0.29
C -3.45421 3.43233 -1.81831 1.25 1.40 1.05
O -4.84625 3.86829 -1.79120 0.49 0.43 -0.61
C -5.11841 5.10303 -1.33903 -3.49 1.74 1.76
O -6.25814 5.65151 -1.45072 4.36 -1.97 -0.07
O -4.13606 5.60324 -0.51752 1.09 -0.04 -0.78
C -4.25100 6.86021 0.20154 -2.34 0.14 0.06
H -3.05957 3.45034 -0.80242 -0.24 -0.24 0.08
H -2.84503 4.18443 -2.31965 -0.22 0.20 -0.27
H -3.14523 2.48668 -2.26368 -1.56 -0.24 -0.19
H -4.59240 7.69082 -0.41624 -0.12 -0.35 -0.44
H -3.43820 7.27885 0.79498 0.97 -1.28 -0.59
H -5.02554 6.67979 0.94694 -0.20 0.23 -0.02

***

3.
61
Properties=species:S:1:pos:R:3:forces:R:3 method="wB97M-V/def2-TZVPD" molar_mass_g_mol=445.819 homo_energy_ev=-5.90 total_charge=-1 largest_force_ev_per_a=5.44 lumo_ev=2.2 energy_ev=-56193.1962
Cl 0.67029 0.27448 -0.66511 1.69 -2.54 -0.14
O -0.13279 1.33050 -0.23202 -1.66 1.96 0.59
O 1.55405 -0.18525 0.32006 1.86 -0.21 3.93
O -0.07766 -0.88793 -0.98770 -2.26 -0.82 -1.36
O 1.52906 0.64352 -1.71732 0.37 1.48 -2.93
O 6.41187 2.46625 -1.55548 0.18 0.16 -0.18
H 5.71977 1.81092 -1.46732 -0.33 -0.16 -0.01
H 6.94366 2.36129 -0.76655 0.11 0.00 0.18
O 0.96885 -1.83849 -6.25714 -0.21 0.01 -0.15
H 1.68929 -1.41814 -5.78755 0.12 0.18 0.27
H 1.37473 -2.58123 -6.70416 0.06 -0.19 -0.10
C -5.55256 5.80947 2.32640 -2.22 -0.34 0.67
C -5.83771 7.14486 2.99098 0.86 -0.37 1.31
O -5.50835 6.98568 4.39360 -0.82 0.65 0.23
O -4.21290 5.51468 2.25073 1.51 -0.01 -0.42
H -6.14266 5.59462 1.43549 0.32 0.61 -0.74
H -5.93958 5.04750 3.00295 -0.77 0.24 0.45
H -6.88268 7.45455 2.97604 -0.13 -0.51 -0.08
H -5.29629 8.02125 2.63476 0.39 -0.29 -0.54
H -4.70637 6.48678 4.56539 0.19 0.01 -0.70
H -4.18304 4.56799 2.40722 0.68 0.00 -0.18
C -0.87942 4.86397 -4.92096 -0.08 0.06 -0.75
C -0.66981 5.54413 -6.30556 -1.31 -2.48 1.44
O -0.89417 6.89234 -6.17724 0.04 1.55 0.18
O 0.10230 5.27762 -4.04844 1.23 0.41 1.17
H -0.89486 3.77517 -4.96985 0.17 -0.16 -0.66
H -1.85511 5.09000 -4.49080 -0.27 0.54 -0.28
H -1.49261 5.06078 -6.83232 0.10 -0.02 -1.02
H 0.30854 5.26183 -6.69444 0.07 0.12 -0.14
H -0.86532 7.32664 -7.03290 0.05 -0.09 -0.03
H 0.58045 4.51514 -3.71438 0.02 0.06 0.13
C -1.34635 -7.47129 -3.75342 -0.29 -1.42 5.25
C -1.42667 -6.24437 -2.71940 0.39 -0.51 -0.73
O -2.36191 -5.21161 -3.12724 0.41 -1.46 -0.26
O -1.41687 -7.17568 -5.02248 -0.12 2.51 -3.78
H -2.14125 -8.18414 -3.53413 -0.31 -0.16 0.56
H -0.41360 -8.00208 -3.56275 0.31 -0.04 0.59
H -0.41505 -5.84898 -2.62777 0.01 0.36 -0.17
H -1.65699 -6.66285 -1.73965 -0.35 0.03 0.02
H -2.10305 -4.35144 -2.78858 0.31 -0.03 0.12
H -1.56291 -6.23400 -4.90619 -0.35 0.77 -1.59
C 5.82538 -3.20935 5.54087 -1.06 -0.41 -2.33
C 5.84922 -2.29647 4.27909 0.14 -0.69 0.27
O 7.12625 -1.70547 4.22817 0.72 1.23 0.29
O 5.88552 -2.47239 6.71389 -0.01 -0.02 0.52
H 6.54858 -4.01755 5.43184 0.89 0.37 0.17
H 4.92106 -3.81681 5.50484 -0.54 0.48 0.38
H 5.12633 -1.48110 4.30537 -0.52 -0.30 0.53
H 5.77641 -2.72647 3.28013 -0.82 -1.10 0.34
H 6.88101 -0.86785 3.82837 1.02 0.37 -0.05
H 6.71154 -1.98330 6.72317 0.15 0.08 -0.12
C -1.58761 -3.38381 3.10030 -1.31 0.39 2.13
C -1.31671 -2.58093 4.44039 -1.18 -1.51 0.01
O -0.93204 -1.25097 4.33297 0.15 0.54 -0.76
O -0.37704 -3.80912 2.62746 1.47 -0.08 -1.45
H -2.26839 -2.89318 2.40464 0.52 0.79 -0.34
H -2.14597 -4.30746 3.25257 -0.09 -0.08 0.91
H -0.54431 -3.14308 4.96527 0.19 -0.29 -0.03
H -2.17632 -2.57539 5.11056 -0.31 -0.12 -0.17
H -0.30917 -1.21368 3.60343 0.28 0.48 -0.10
H 0.02204 -3.09015 2.13206 0.32 -0.01 -0.32

***

4.
13
Properties=species:S:1:pos:R:3:forces:R:3 method="wB97M-V/def2-TZVPD" molar_mass_g_mol=85.106 homo_energy_ev=-9.41 total_charge=0 smiles=O[C@H]1C[C@H]2N[C@@H]12 largest_force_ev_per_a=0.39 lumo_ev=1.0 energy_ev=-7796.9349
O 1.97385 0.71465 0.25050 -0.03 0.18 0.17
C 0.91090 0.21073 -0.50260 -0.18 0.00 -0.27
C 0.30863 -1.20462 -0.17849 0.06 -0.10 0.02
C -1.04018 -0.51551 -0.00584 -0.22 -0.27 -0.11
N -0.84266 0.39648 1.12977 -0.11 0.09 0.08
C -0.45698 0.82292 -0.23371 0.01 0.27 -0.26
H 1.55066 1.16791 0.99120 0.29 -0.19 0.19
H 1.17819 0.27476 -1.56258 -0.05 -0.02 0.14
H 0.68398 -1.66514 0.73916 -0.05 0.06 -0.14
H 0.37335 -1.90755 -1.01313 0.01 0.16 0.10
H -2.02307 -0.85704 -0.30888 0.11 -0.03 0.19
H -1.73562 0.83439 1.35020 0.12 0.01 -0.05
H -0.88105 1.72802 -0.65562 0.03 -0.18 -0.03